Molecular formula: C23H24F32O8PS
Method: DFT, ωB97M-V/def2-TZVPD

XYZ file:
```
89
Properties=species:S:1:pos:R:3:forces:R:3:mulliken_charge:R:1
C -3.139 -0.013 2.990 -0.28 0.16 -0.03 -1.227
C -3.022 -0.318 1.532 -0.19 0.07 -0.23 0.712
O -2.705 -1.350 1.045 0.36 -0.34 -0.13 -0.401
O -3.364 0.762 0.690 0.10 0.62 0.74 -0.285
C -2.383 1.209 -0.158 -0.15 -0.59 -0.49 0.379
S -1.113 2.324 0.666 -0.42 0.58 -0.08 -0.234
P 0.937 1.337 0.262 0.75 -0.15 -0.01 0.584
O 1.006 0.152 1.326 -0.14 0.23 -0.07 -0.364
O 1.783 2.532 0.959 -0.62 -0.54 -0.16 -0.326
H -2.180 -0.223 3.464 -0.04 -0.09 0.04 0.316
H -3.444 1.013 3.177 0.03 0.01 -0.05 0.371
H -3.892 -0.672 3.423 0.10 -0.09 0.06 0.377
H -2.826 1.861 -0.904 -0.07 0.03 0.02 0.436
H -1.834 0.403 -0.647 0.11 0.11 0.14 -0.251
H -1.347 2.150 1.980 -0.09 -0.23 -0.02 0.260
H 1.301 0.379 2.220 0.06 -0.07 0.09 0.344
H 1.267 3.193 1.448 0.31 0.36 0.07 0.478
C -1.164 -3.118 -1.837 0.22 -0.06 0.48 -0.871
C -1.589 -1.865 -2.612 -0.08 -0.21 -0.23 0.918
C -3.062 -1.450 -2.539 0.05 0.09 0.17 0.236
F -3.862 -2.387 -3.061 0.01 0.00 -0.05 -0.229
F -3.223 -0.299 -3.242 0.01 0.03 0.01 -0.291
F -1.187 -1.932 -3.886 0.05 0.10 0.02 -0.266
F -0.913 -0.806 -2.015 0.08 -0.04 -0.02 -0.320
O -1.020 -4.291 -2.599 -0.03 0.29 -0.48 -0.399
C -2.053 -5.156 -2.809 0.07 -0.21 0.24 0.780
C -2.369 -5.323 -4.303 0.05 -0.05 0.07 0.157
F -2.709 -4.130 -4.830 -0.02 0.01 -0.01 -0.231
F -3.412 -6.166 -4.426 -0.01 0.00 -0.03 -0.251
F -3.149 -4.822 -2.111 -0.07 0.05 0.00 -0.275
F -1.651 -6.372 -2.360 -0.06 -0.02 -0.08 -0.307
H -0.155 -2.897 -1.488 -0.01 -0.03 0.00 0.481
H -1.787 -3.266 -0.954 -0.11 0.03 -0.09 0.370
H -3.339 -1.260 -1.497 -0.09 -0.11 -0.01 0.179
H -1.501 -5.726 -4.829 0.00 0.01 -0.02 0.276
C 0.993 6.676 -0.861 0.28 -0.25 -0.21 -0.653
C 0.706 8.150 -1.178 -0.06 0.03 -0.01 0.804
C 1.500 9.203 -0.395 0.00 -0.04 -0.11 0.091
F 1.230 9.090 0.924 0.01 0.00 0.04 -0.224
F 1.120 10.423 -0.812 -0.01 0.02 0.04 -0.257
F -0.614 8.389 -1.069 -0.02 0.02 -0.01 -0.275
F 1.066 8.319 -2.480 0.01 -0.02 0.02 -0.311
O 0.058 6.037 0.010 -0.29 0.24 0.02 -0.325
C 0.189 6.038 1.349 0.19 0.05 -0.14 0.728
C -1.005 6.683 2.076 0.00 -0.14 -0.02 0.208
F -1.106 7.966 1.720 0.02 0.03 0.04 -0.223
F -0.780 6.601 3.404 -0.02 0.00 0.02 -0.257
F 1.354 6.518 1.772 0.03 0.00 0.06 -0.260
F 0.168 4.688 1.748 0.05 -0.08 0.22 -0.485
H 0.868 6.158 -1.810 -0.02 -0.02 0.02 0.385
H 2.024 6.525 -0.539 -0.05 0.10 0.11 0.295
H 2.574 9.081 -0.560 0.01 0.00 0.02 0.316
H -1.928 6.154 1.827 -0.01 0.01 -0.02 0.247
C -3.528 -5.826 2.627 -0.01 0.42 0.10 -0.780
C -4.389 -6.991 3.135 -0.01 -0.09 -0.07 0.884
C -3.776 -7.920 4.191 -0.07 0.07 0.01 0.080
F -2.688 -8.543 3.699 0.04 -0.01 0.00 -0.218
F -4.691 -8.849 4.528 0.02 -0.03 0.00 -0.259
F -4.857 -7.710 2.102 -0.03 0.00 0.00 -0.258
F -5.456 -6.406 3.763 0.02 0.02 0.01 -0.334
O -2.885 -6.003 1.381 -0.22 -0.34 -0.09 -0.298
C -1.636 -6.538 1.268 0.06 0.12 -0.05 0.797
C -1.642 -7.833 0.438 -0.01 0.06 0.01 0.503
F -2.431 -8.749 1.027 0.03 -0.03 0.04 -0.252
F -0.381 -8.313 0.387 0.01 0.00 -0.01 -0.272
F -1.044 -6.714 2.460 0.02 -0.02 0.03 -0.316
F -0.879 -5.639 0.576 0.04 0.03 0.05 -0.305
H -4.244 -5.025 2.447 0.02 0.00 -0.02 0.368
H -2.840 -5.484 3.401 0.05 -0.15 0.01 0.338
H -3.498 -7.354 5.085 0.02 0.00 0.00 0.287
H -2.003 -7.628 -0.567 -0.01 -0.03 0.00 0.059
C 6.609 1.471 -0.080 0.23 -0.08 0.34 -0.728
C 6.497 0.764 -1.437 -0.07 -0.02 -0.04 0.911
C 7.232 1.388 -2.630 0.01 -0.09 0.06 0.019
F 6.748 2.622 -2.882 0.01 0.05 0.00 -0.213
F 7.021 0.615 -3.713 -0.01 0.03 -0.03 -0.258
F 5.197 0.567 -1.746 0.00 -0.01 -0.01 -0.258
F 7.076 -0.460 -1.265 0.00 0.01 0.01 -0.326
O 5.508 2.285 0.290 -0.26 -0.15 -0.33 -0.353
C 5.435 3.610 -0.013 0.02 0.08 0.16 0.815
C 4.216 3.914 -0.897 -0.05 -0.05 -0.11 0.928
F 4.280 3.240 -2.060 0.03 0.04 0.00 -0.236
F 4.181 5.240 -1.174 0.00 0.05 0.03 -0.270
F 6.562 4.088 -0.550 0.04 0.00 -0.04 -0.283
F 5.213 4.280 1.148 0.06 0.05 0.00 -0.311
H 6.603 0.663 0.649 -0.01 0.03 0.02 0.391
H 7.560 1.992 0.023 -0.04 0.08 -0.14 0.322
H 8.305 1.448 -2.434 0.01 0.02 -0.01 0.305
H 3.303 3.630 -0.377 0.03 0.03 0.08 -0.407
```
Positions in Å, forces in eV/Å.

The molecular weight is 1099.41 g mol⁻¹. As for the frontier orbital gap: 9.16 eV. For the total energy, the calculation gives -147697.652 eV. The total charge is +1. As for the maximum force: 0.97 eV/Å.

---

Molecular formula: C23H24F3KN4O5SSe2
Method: DFT, ωB97M-V/def2-TZVPD

XYZ file:
```
63
Properties=species:S:1:pos:R:3:forces:R:3:mulliken_charge:R:1
K 1.234 1.410 -0.614 1.35 -0.55 1.25 0.687
C 4.128 -1.520 3.407 0.16 -0.09 0.05 -0.562
C 3.418 -0.855 4.405 -0.01 -0.01 -0.12 -0.439
C 2.203 -0.250 4.144 0.05 -0.02 0.08 -0.496
C 1.635 -0.293 2.843 -0.22 0.06 0.22 -0.255
C 2.378 -0.968 1.837 -0.04 0.01 0.03 0.352
C 3.591 -1.558 2.121 -0.01 0.00 0.07 -0.795
N 0.432 0.244 2.556 0.21 0.10 -0.67 0.448
N -0.264 0.853 3.584 -0.26 0.21 0.50 -0.979
C -1.544 0.932 3.294 0.70 -0.28 -0.11 0.136
C -2.449 1.621 4.167 -0.36 0.04 0.04 -0.816
C -3.787 1.692 3.891 0.24 0.01 0.02 -0.305
C -4.324 1.107 2.729 -0.26 -0.07 -0.13 -1.150
C -3.472 0.438 1.857 -0.07 -0.06 -0.08 -0.395
C -2.122 0.325 2.118 0.02 0.43 0.08 0.983
H 5.082 -1.988 3.622 -0.01 0.02 -0.01 0.320
H 3.825 -0.820 5.411 -0.01 0.05 0.01 0.327
H 1.651 0.269 4.914 0.00 -0.02 0.00 0.377
H 1.981 -1.015 0.830 0.04 -0.03 -0.03 0.214
H 4.137 -2.056 1.327 -0.03 0.02 -0.03 0.342
H -2.024 2.096 5.044 0.01 -0.03 0.01 0.399
H -4.448 2.220 4.573 0.03 0.02 0.02 0.323
H -5.384 1.171 2.512 0.03 0.01 -0.01 0.373
H -3.898 0.001 0.962 0.01 0.04 0.09 0.207
O -0.933 1.750 0.032 -1.52 0.69 -0.27 -0.406
N -1.297 2.133 -1.100 -0.64 0.71 0.19 -0.742
N -0.917 1.395 -2.094 -0.05 -0.06 -0.17 1.401
O -0.223 0.299 -1.965 -0.93 -1.07 -1.11 -0.898
C -1.264 1.848 -3.387 -0.28 0.31 -0.58 0.020
C -1.780 3.131 -3.610 0.06 -0.19 0.26 -0.429
C -2.097 3.534 -4.891 -0.02 0.02 -0.16 -0.458
C -1.911 2.683 -5.975 0.05 -0.07 0.08 -0.456
C -1.399 1.414 -5.749 -0.08 0.14 -0.22 -0.524
C -1.070 0.996 -4.471 0.05 -0.15 0.30 -0.267
H -1.922 3.786 -2.765 0.01 0.04 0.00 0.428
H -2.485 4.533 -5.054 0.00 0.00 0.04 0.341
H -2.150 3.009 -6.980 -0.02 0.00 0.00 0.354
H -1.251 0.740 -6.585 0.03 -0.03 0.03 0.339
H -0.668 0.009 -4.290 0.04 0.04 0.06 0.366
C -1.270 -5.070 -0.612 0.14 0.37 -0.07 -0.997
Se -0.251 -3.480 -1.167 -0.17 -0.25 0.12 -0.006
C -1.777 -2.260 -1.394 0.09 0.00 0.12 -0.401
C -2.334 -1.525 -0.183 0.20 0.06 0.00 -1.024
Se -0.859 -0.627 1.040 -0.81 -1.75 0.80 1.134
C -0.942 -2.245 2.203 0.14 -0.01 -0.05 -1.086
H -1.920 -5.394 -1.423 -0.03 0.01 0.02 0.269
H -1.856 -4.834 0.274 0.00 -0.05 0.01 0.306
H -0.555 -5.857 -0.383 0.00 0.00 0.03 0.320
H -2.540 -2.862 -1.894 -0.01 0.05 -0.05 0.606
H -1.370 -1.535 -2.092 -0.04 0.07 -0.09 -0.310
H -2.997 -2.156 0.413 0.02 0.05 0.07 0.571
H -2.913 -0.682 -0.571 0.01 -0.07 -0.01 0.350
H -1.935 -2.274 2.650 -0.01 0.12 -0.12 0.414
H -0.195 -2.121 2.982 0.04 0.07 -0.01 0.302
H -0.746 -3.155 1.646 0.05 0.01 -0.20 0.203
F 3.322 2.542 1.941 0.04 -0.01 -0.17 -0.220
C 4.325 2.816 1.106 0.11 -0.01 -0.14 0.612
F 5.372 2.040 1.437 -0.14 0.16 0.00 -0.251
F 4.692 4.101 1.309 -0.07 -0.19 0.02 -0.254
S 3.870 2.550 -0.676 1.01 0.58 0.32 1.220
O 2.647 3.317 -0.830 0.49 0.87 -0.11 -0.778
O 5.024 3.057 -1.372 0.02 0.00 -0.12 -0.643
O 3.652 1.123 -0.751 0.64 -0.33 -0.09 -0.705
```
Positions in Å, forces in eV/Å.

The value obtained for the energy above the lowest of the compared OMol25 structures with the same formula, charge and spin is 0.0 kcal/mol. The molecular weight is 722.55 g mol⁻¹. As for the frontier orbital gap: 3.65 eV. For the total energy, the calculation gives -206439.520 eV. The total charge is -2. As for the maximum force: 2.08 eV/Å.

---

Molecular formula: C23H24F5N3NiSTe
Method: DFT, ωB97M-V/def2-TZVPD

XYZ file:
```
58
Properties=species:S:1:pos:R:3:forces:R:3:mulliken_charge:R:1
Ni -0.193 -1.138 -1.043 -0.15 -0.24 0.48 0.535
N 0.963 -1.874 -2.797 -0.25 0.47 -0.07 -0.651
C 1.699 -0.737 -3.253 0.04 -0.08 -0.06 0.505
C 2.911 -0.418 -2.656 0.07 -0.06 0.00 -0.294
C 3.574 0.746 -3.021 0.00 0.00 -0.03 -0.591
C 3.028 1.603 -3.967 0.00 -0.01 0.02 -0.615
C 1.817 1.275 -4.564 0.00 -0.07 0.03 -0.565
C 1.156 0.104 -4.217 -0.08 0.03 0.01 -0.354
H 1.553 -2.647 -2.521 0.03 -0.03 0.10 0.219
H 0.281 -2.202 -3.471 -0.03 -0.02 -0.05 0.304
H 3.325 -1.074 -1.895 -0.02 0.06 -0.04 0.410
H 4.522 0.986 -2.556 -0.02 0.00 0.00 0.385
H 3.538 2.520 -4.236 -0.02 -0.04 0.01 0.413
H 1.384 1.929 -5.311 0.00 0.00 0.02 0.421
H 0.205 -0.152 -4.677 0.07 0.04 0.04 0.387
F -2.181 -1.313 -2.832 -0.16 -0.06 0.30 -0.321
C -2.078 -1.737 -1.455 0.43 0.16 -1.10 0.290
F -3.175 -1.211 -0.848 -0.01 0.26 0.21 -0.303
C -2.354 -3.238 -1.569 0.05 0.22 -0.13 0.675
F -1.359 -3.830 -2.272 -0.07 -0.03 0.10 -0.263
F -2.422 -3.810 -0.370 0.02 -0.13 0.08 -0.217
F -3.502 -3.492 -2.213 0.03 -0.12 0.02 -0.276
C -1.144 -0.964 6.918 -0.01 0.00 -0.05 -1.428
C -0.790 -1.233 5.478 -0.01 -0.04 0.05 0.551
C -0.913 -2.500 4.929 -0.03 -0.04 -0.01 -0.967
C -0.547 -2.778 3.612 -0.01 -0.04 -0.03 1.042
C -0.723 -4.184 3.091 -0.01 0.10 0.06 -1.486
C -0.033 -1.744 2.820 -0.04 0.06 0.08 -0.209
Te 0.786 -2.242 0.924 0.47 -0.17 0.51 -0.147
C 0.052 -0.442 3.340 -0.02 -0.06 -0.02 1.167
C 0.532 0.724 2.519 0.09 -0.02 0.13 -1.134
C -0.323 -0.214 4.659 -0.03 0.04 -0.04 -1.012
H -1.574 -1.849 7.388 0.00 0.02 -0.01 0.347
H -1.864 -0.148 7.006 0.01 -0.02 -0.01 0.338
H -0.257 -0.679 7.487 -0.01 -0.01 0.00 0.309
H -1.308 -3.305 5.542 0.02 0.03 -0.03 0.239
H -1.299 -4.783 3.797 0.03 0.03 -0.01 0.373
H 0.241 -4.674 2.932 0.00 0.02 -0.01 0.346
H -1.242 -4.184 2.130 0.02 0.00 0.03 0.177
H 0.080 0.703 1.533 -0.06 0.02 -0.12 -0.117
H 1.617 0.690 2.383 -0.04 -0.01 -0.04 0.372
H 0.274 1.667 3.005 0.04 -0.05 -0.01 0.341
H -0.250 0.796 5.057 0.01 -0.05 -0.02 0.328
N -1.239 5.703 -2.015 0.02 0.01 -0.02 -0.341
C -0.046 5.094 -2.064 0.09 -0.05 0.00 0.051
S 1.339 5.874 -2.490 -0.11 -0.10 0.02 -0.337
C -0.071 3.633 -1.728 -0.02 0.09 -0.05 0.998
C 1.046 3.019 -1.181 0.03 0.15 0.04 -0.615
C 1.003 1.672 -0.896 0.17 -0.22 0.11 -0.664
N -0.066 0.912 -1.141 -0.63 -0.10 -0.56 0.551
C -1.149 1.496 -1.673 0.10 0.23 0.05 -0.539
C -1.192 2.846 -1.970 -0.04 -0.06 -0.02 -0.906
H -1.282 6.683 -2.239 -0.02 0.02 0.01 0.222
H -2.058 5.249 -1.653 0.00 0.00 0.04 0.196
H 1.938 3.598 -0.988 0.00 -0.03 0.00 0.448
H 1.855 1.165 -0.461 -0.03 -0.02 0.01 0.605
H -2.002 0.863 -1.875 0.05 -0.04 0.01 0.368
H -2.087 3.246 -2.429 0.03 -0.01 0.01 0.439
```
Positions in Å, forces in eV/Å.

The value obtained for the energy above the lowest of the compared OMol25 structures with the same formula, charge and spin is 14.5 kcal/mol. As for the multiplicity: 3. The molecular weight is 655.82 g mol⁻¹. As for the frontier orbital gap (alpha / beta): 6.09 / 6.31 eV. For the total energy, the calculation gives -101470.708 eV. The expectation value of S² is 2.013. The total charge is 0. As for the maximum force: 1.19 eV/Å.